This record from the Open Molecules 2025 dataset describes a structure of composition C17H32Cl2O2P2Ru. The level of theory is ωB97M-V/def2-TZVPD.

XYZ file:
```
56
Properties=species:S:1:pos:R:3:forces:R:3
P 0.121 -1.952 -1.897 -0.1 -1.4 1.0
P -0.213 2.115 -1.211 0.1 -0.3 2.4
C 0.107 -0.221 -3.643 1.1 1.3 -2.3
C 0.452 1.123 -3.106 1.9 0.9 -2.2
H -0.848 -0.225 -4.227 0.8 -0.2 -0.2
H 0.958 -0.745 -4.061 -0.6 -0.4 0.1
H 1.514 1.233 -2.832 -0.6 0.1 -0.4
H 0.016 1.929 -3.688 0.5 0.4 0.3
C -1.855 2.672 -1.656 0.0 0.4 -0.5
H -2.188 3.281 -0.820 -0.5 0.0 0.0
H -2.496 1.774 -1.780 -0.3 0.5 0.1
H -1.853 3.277 -2.569 -0.1 -0.1 0.1
C 1.001 3.470 -1.428 0.2 -0.1 -0.5
H 0.835 4.015 -2.374 0.1 -0.3 0.3
H 2.018 3.051 -1.403 -0.3 0.2 -0.1
H 0.921 4.187 -0.600 -0.2 -0.3 -0.1
C -0.835 -3.299 -2.606 -0.4 -0.3 -0.2
H -0.803 -4.082 -1.833 -0.2 0.0 -0.5
H -0.424 -3.680 -3.552 -0.1 0.1 0.3
H -1.868 -2.962 -2.757 0.1 -0.3 0.0
C 1.839 -2.537 -2.157 0.5 0.7 0.0
H 2.525 -1.919 -1.552 -0.2 -0.3 -0.2
H 2.141 -2.435 -3.209 -0.2 0.0 0.2
H 1.983 -3.602 -1.888 -0.4 0.5 0.1
Ru -0.943 0.049 -2.091 -1.6 -0.4 3.4
C 0.495 1.439 -6.013 2.5 0.1 -0.5
C -0.846 1.485 -5.852 -2.0 0.5 -0.8
C -1.819 0.781 -6.740 -0.2 -0.9 0.2
C -1.405 -0.668 -7.168 -0.2 0.6 -0.5
C -0.626 -1.439 -6.145 0.8 -0.8 -0.5
C 0.719 -1.524 -6.133 -0.9 -0.6 -0.6
C 1.659 -0.675 -6.941 0.4 0.2 -0.1
C 1.215 0.815 -7.164 0.2 -0.1 -0.4
C -0.199 -2.073 -0.119 0.7 -0.3 0.2
H 1.144 2.002 -5.332 -0.4 -0.1 -0.3
H -1.268 2.235 -5.166 0.2 -0.4 -0.1
H -2.003 1.380 -7.654 0.0 0.1 0.4
H -2.787 0.709 -6.225 0.2 0.3 -0.1
H -2.325 -1.235 -7.400 0.4 0.4 0.1
H -0.835 -0.616 -8.112 -0.3 -0.1 0.4
H -1.216 -2.088 -5.486 0.3 0.1 -0.2
H 1.198 -2.353 -5.592 -0.2 0.5 0.1
H 1.858 -1.136 -7.926 -0.1 0.2 0.3
H 2.635 -0.654 -6.434 -0.3 0.0 -0.1
H 2.124 1.411 -7.377 -0.5 -0.3 0.2
H 0.601 0.873 -8.075 0.0 0.0 0.3
H 0.767 -1.948 0.382 -0.3 0.0 0.3
H -0.629 -3.046 0.088 0.0 -0.2 0.3
H -0.901 -1.302 0.195 0.1 0.0 0.2
Cl 0.106 3.995 2.760 0.1 0.1 0.2
C 0.442 2.265 2.734 0.7 0.2 -0.9
Cl -0.810 1.306 3.455 -0.4 -0.3 0.1
C 0.659 1.868 1.272 0.2 -1.3 -0.5
O 1.628 1.241 0.879 -1.3 1.1 0.2
O -0.394 2.210 0.475 0.6 0.3 0.1
H 1.387 2.055 3.218 0.0 0.2 0.3
```
Forces are in eV/Å.

Results
multiplicity	5
total charge	+2
largest force on an atom	0.0736	Eh/bohr
E_HOMO (spin up / spin down)	-0.4614 / -0.5550	hartree

=====

This record from the Open Molecules 2025 dataset describes a cluster of 7 separate species, C17H32Cl6O11 in total. The level of theory is ωB97M-V/def2-TZVPD.

XYZ file:
```
66
Properties=species:S:1:pos:R:3:forces:R:3
C -4.164 -1.805 2.803 2.4 1.0 0.6
O -4.358 -2.200 1.477 -1.3 -0.6 -2.3
C -3.415 -1.902 0.572 3.1 1.0 1.4
O -2.240 -1.565 0.921 -3.7 -1.0 -1.7
O -3.893 -1.999 -0.687 0.6 -0.3 0.9
C -2.993 -1.557 -1.732 0.5 0.7 0.3
H -3.284 -2.335 3.166 -0.2 -0.2 0.4
H -5.006 -1.893 3.490 -0.3 -0.3 -0.8
H -3.810 -0.777 2.740 -0.3 0.3 0.5
H -2.848 -0.485 -1.598 -0.1 0.1 -0.2
H -3.407 -1.758 -2.720 -0.4 -0.2 0.4
H -1.990 -1.980 -1.676 -0.2 -0.4 0.3
C -4.352 2.798 -5.514 0.0 -1.7 -0.1
O -3.378 2.895 -4.471 -0.8 1.0 0.2
C -2.213 2.239 -4.518 -0.1 -0.7 -1.7
O -1.888 1.411 -5.352 -0.2 0.9 1.1
O -1.526 2.705 -3.496 0.8 0.7 0.4
C -0.152 2.381 -3.299 1.0 -0.5 0.5
H -5.368 2.782 -5.120 0.3 0.4 0.6
H -4.230 1.794 -5.920 0.1 0.2 -0.7
H -4.308 3.580 -6.273 0.5 0.0 0.2
H 0.547 2.505 -4.126 -0.8 -0.4 -0.8
H -0.082 1.388 -2.854 0.1 0.0 -0.4
H 0.310 3.064 -2.586 -0.8 0.2 0.3
C 2.411 3.988 0.759 0.9 -0.9 -0.7
O 1.268 4.841 0.677 0.8 -1.3 0.8
C 1.005 5.417 -0.462 2.1 1.1 -3.8
O 1.687 5.466 -1.526 -1.8 -0.8 3.4
O -0.119 6.069 -0.294 -0.8 0.3 1.5
C -0.655 6.749 -1.372 0.1 0.6 -2.4
H 2.375 3.078 0.160 -0.9 0.2 -0.5
H 2.516 3.554 1.754 -0.2 0.9 0.2
H 3.319 4.443 0.362 -0.1 0.6 0.5
H -1.118 6.013 -2.031 -0.3 0.2 -0.1
H 0.115 7.242 -1.965 0.3 -0.2 0.0
H -1.341 7.565 -1.142 -0.2 -0.6 0.9
Cl -0.532 1.341 -0.058 0.3 -0.3 0.2
C 0.630 0.037 0.314 -0.5 -0.1 -0.5
Cl 1.926 0.608 1.334 -0.5 0.2 0.4
Cl 1.345 -0.624 -1.171 -0.1 0.0 -0.1
H 0.065 -0.783 0.758 0.1 0.4 0.4
Cl 1.654 -4.304 1.356 -1.1 0.0 -1.3
C 0.147 -4.131 0.333 -0.7 -0.1 0.5
Cl -1.221 -4.962 1.190 0.7 -0.1 -0.8
Cl 0.281 -4.612 -1.410 0.2 0.1 1.5
H -0.218 -3.104 0.349 0.7 0.0 0.0
C -0.135 -4.022 4.425 -0.3 0.4 0.2
C 0.452 -2.691 3.944 -0.5 0.1 -0.4
C 1.700 -2.196 4.589 0.3 -0.3 -0.2
O -0.020 -2.020 3.048 -0.5 -0.6 0.0
H -0.765 -3.829 5.293 0.1 0.3 0.3
H 0.632 -4.711 4.778 0.1 0.0 -0.2
H -0.820 -4.498 3.723 0.4 0.2 -0.2
H 1.581 -2.031 5.660 0.1 0.0 0.0
H 2.022 -1.308 4.046 -0.1 0.1 0.3
H 2.430 -2.986 4.409 0.3 0.0 0.3
C 4.171 -1.521 1.461 -0.4 0.3 0.2
C 4.706 -1.884 0.112 0.8 1.9 -0.1
C 4.738 -3.313 -0.294 0.6 -0.1 -0.4
O 5.240 -0.983 -0.540 -0.8 -1.6 0.3
H 4.261 -0.437 1.536 0.3 -0.3 0.3
H 4.679 -2.043 2.272 0.2 0.0 0.0
H 3.111 -1.747 1.570 0.0 -0.3 -0.1
H 4.694 -3.379 -1.381 -0.2 -0.2 0.1
H 4.073 -4.005 0.223 -0.1 0.4 -0.2
H 5.758 -3.575 -0.016 0.2 -0.4 0.0
```
Forces are in eV/Å.

Results
structure (SMILES)	COC(=O)OC.COC(=O)OC.COC(=O)OC.ClC(Cl)Cl.ClC(Cl)Cl.CC(C)=O.CC(C)=O
total charge	0
largest force on an atom	0.0870	Eh/bohr
E_HOMO	-0.3517	hartree